Entry 1:
Molecular formula: C7H6Cl2GaN2O3Sc
Method: DFT, ωB97M-V/def2-TZVPD

Properties
Net charge: +4
E in hartree: -4209.74122
ΔE to the lowest compared entry with this formula, charge and spin in kJ/mol: 0.00

Last column: Löwdin charge in e.
Cartesian coordinates (Å):
Sc -0.819 0.089 -3.634  0.658
Ga 1.354 0.352 -0.344  0.762
Cl -1.297 -1.989 -2.750  0.192
Cl -0.412 1.710 -1.897  0.195
C 2.012 2.027 0.287  0.025
C 0.835 -1.217 -4.553  -0.060
C 0.724 1.245 -4.906  -0.011
O 2.328 3.047 0.763  0.332
O 1.318 -2.196 -4.930  0.257
O 1.492 1.732 -5.626  0.258
C -1.202 1.396 2.198  0.090
C -0.579 0.055 2.107  -0.258
N 0.278 -0.487 1.241  0.035
C 0.466 -1.832 1.618  0.112
C -0.341 -2.078 2.680  0.190
N -0.974 -0.885 2.974  0.239
H -2.298 1.236 2.249  0.154
H -0.892 1.877 3.145  0.158
H -0.953 2.042 1.346  0.092
H 1.165 -2.461 1.105  0.166
H -0.541 -2.968 3.238  0.190
H -1.664 -0.693 3.688  0.223

Entry 2:
Molecular formula: C7H6Cl2N2S
Method: DFT, ωB97M-V/def2-TZVPD

Properties
Net charge: 0
E in hartree: -1698.26545
SMILES: S=C(NCl)N(Cl)c1ccccc1
ΔE to the lowest compared entry with this formula, charge and spin in kJ/mol: 0.00

Last column: Löwdin charge in e.
Cartesian coordinates (Å):
S 3.824 -1.133 0.347  0.663
C 2.239 -1.239 0.108  -0.831
N 1.364 -1.835 -0.720  -0.447
Cl 1.909 -3.124 -1.694  0.680
N 1.440 -0.049 1.183  -0.504
Cl 2.474 1.153 1.663  0.675
C 0.163 0.314 0.619  -0.312
C -0.082 1.701 0.332  -0.028
C -1.244 1.931 -0.355  -0.086
C -2.269 1.011 -0.516  -0.075
C -2.060 -0.293 -0.021  -0.055
C -0.775 -0.641 0.328  -0.112
H 0.465 -1.552 -0.860  0.009
H 0.726 2.324 0.562  0.037
H -1.539 2.890 -0.637  0.087
H -3.249 1.130 -0.864  0.084
H -2.897 -0.991 -0.112  0.113
H -0.489 -1.597 0.640  0.102

Entry 3:
Molecular formula: C7H6ClNO2S
Method: DFT, ωB97M-V/def2-TZVPD

Properties
Net charge: 0
E in hartree: -1333.75950
ΔE to the lowest compared entry with this formula, charge and spin in kJ/mol: 330.51

Last column: Löwdin charge in e.
Cartesian coordinates (Å):
C 0.176 0.984 1.126  -0.142
C -0.451 1.532 -0.106  -0.117
C 0.386 -0.346 1.128  -0.161
C -1.245 0.769 -0.884  -0.052
C -0.199 -1.171 0.125  -0.164
C -1.646 -0.555 -0.278  -0.291
C 0.687 -2.111 -0.497  0.141
N -2.847 -0.734 0.116  -0.371
O 1.977 -0.007 -1.346  -0.408
O 3.341 0.533 0.674  -0.400
S 2.359 0.886 -0.282  0.864
Cl -4.080 0.424 -0.054  0.596
H 0.490 1.813 1.741  0.119
H -0.128 2.481 -0.265  0.070
H 1.004 -0.651 1.934  0.121
H -1.841 0.943 -1.720  0.082
H 0.395 -2.724 -1.340  0.079
H 1.621 -2.066 -0.072  0.034